# 1
Entry from the Open Molecules 2025 dataset: a molecular structure, C12H31CaNO12S2 (ωB97M-V/def2-TZVPD).

Cartesian coordinates (Å):
O (1.594, -0.237, 1.325)
O (-1.302, 1.966, -0.930)
H (2.453, -1.892, -3.277)
C (-1.221, 3.264, 2.516)
O (-0.868, -2.776, -2.846)
O (-2.393, -3.763, -0.150)
H (3.084, -4.608, -0.631)
C (2.728, 1.111, -0.268)
H (-3.712, 0.902, 2.444)
C (1.324, -0.821, 2.596)
H (-0.750, 3.938, -0.785)
O (-2.670, -1.522, -3.606)
H (-3.440, 2.328, 1.370)
H (1.727, 3.503, -0.635)
H (2.261, -1.153, 3.054)
H (2.637, 1.505, 1.941)
H (1.682, -3.475, -3.254)
O (-1.503, -1.688, 0.753)
Ca (-0.279, -0.157, -0.176)
C (2.149, -4.042, -0.548)
H (0.322, -2.476, -1.784)
C (2.156, -2.713, -1.279)
H (-0.269, 3.140, -2.231)
H (2.957, -2.138, -0.789)
H (1.489, 1.253, -1.864)
H (-0.137, 3.342, 2.636)
C (2.639, 0.658, 1.236)
H (-3.276, 1.353, -1.411)
H (-2.917, 3.017, -1.619)
O (-0.334, -0.987, -4.408)
H (0.484, -1.513, 2.522)
C (-0.347, 2.976, -1.148)
H (-1.751, 1.593, 3.775)
H (-3.882, 2.497, 3.040)
H (-1.518, 0.054, 2.307)
C (-2.467, 2.012, -1.712)
O (-3.508, -2.679, 1.706)
O (0.942, -2.013, -1.128)
H (0.844, 2.895, 0.629)
H (3.416, -3.330, -2.996)
H (-2.231, 1.837, -2.763)
H (3.090, 0.270, -0.862)
O (-1.378, -3.643, 2.090)
H (3.580, 0.166, 1.530)
H (1.322, -4.719, -0.770)
C (0.999, 2.702, -0.436)
H (-1.757, 4.038, 3.067)
H (-1.379, 3.594, 1.481)
C (-3.268, 1.895, 2.356)
H (2.049, -3.862, 0.529)
H (3.303, 2.030, -0.399)
H (1.021, 0.009, 3.256)
N (1.359, 1.363, -0.861)
O (-1.196, 0.881, 1.902)
C (-1.798, 1.897, 2.723)
S (-1.238, -1.441, -3.318)
C (2.449, -2.862, -2.777)
S (-2.213, -2.994, 1.067)
O (-1.054, -0.483, -2.189)

Summary:
- E (hartree) = -2907.5776
- net charge = -2
- molecular weight (Da) = 485.587
- orbital gap (eV) = 4.3
- max |F| (eV/Å) = 3.9
- E_HOMO (eV) = -0.7
- 2S+1 = 1

---

# 2
Entry from the Open Molecules 2025 dataset: a molecular structure, C12H31N3NbO5Si (ωB97M-V/def2-TZVPD).

Cartesian coordinates (Å):
H (1.350, 2.478, 3.303)
H (0.341, -0.234, 3.531)
H (-2.573, 0.927, 3.886)
C (-4.193, 2.286, 0.441)
N (1.611, -2.170, 2.047)
H (-2.463, -1.849, -4.639)
H (-3.980, 0.148, 3.097)
H (4.742, 2.884, 0.668)
C (3.286, 1.309, -0.033)
H (4.512, 1.483, 1.855)
H (2.658, -1.821, -4.430)
H (-3.965, 3.350, 0.220)
H (5.429, 1.276, 0.350)
N (2.706, 0.052, 0.430)
C (-2.710, -0.358, 0.524)
H (1.466, -2.423, 1.060)
H (0.027, -0.236, 0.986)
C (-2.147, -2.242, -3.671)
O (3.691, -2.175, 4.205)
C (-3.366, 1.086, 3.124)
C (-1.956, -3.745, -3.709)
H (-1.195, -4.030, -4.437)
C (-0.527, 2.531, 2.267)
H (2.578, 2.142, -0.276)
H (2.961, -0.200, -3.785)
H (2.040, -0.372, -5.287)
C (2.239, -0.820, -4.313)
H (-2.929, -1.996, -2.952)
C (4.541, 1.799, 0.791)
C (1.031, 2.203, 2.256)
O (-1.247, 2.063, 1.128)
H (-5.110, 2.160, 1.072)
H (-0.888, 2.214, 3.267)
C (3.336, -1.130, 3.865)
C (0.033, -1.498, -4.107)
O (-0.964, -1.572, -3.222)
H (0.762, -2.545, 2.493)
O (0.023, -1.935, -5.233)
H (-4.058, 1.898, 3.458)
H (-4.418, 1.730, -0.503)
H (-0.585, 3.658, 2.259)
H (-3.631, -0.573, -0.065)
Si (-2.758, 1.379, 1.357)
H (3.732, 1.081, -1.050)
H (-1.621, -4.112, -2.737)
H (2.222, -0.359, -0.374)
Nb (1.455, -0.034, 2.110)
H (-1.851, -0.379, -0.191)
H (-2.888, -4.245, -3.977)
N (3.110, 0.050, 3.568)
H (-2.525, -1.122, 1.319)
H (1.604, 2.865, 1.573)
O (1.057, -0.875, -3.518)

Summary:
- E (hartree) = -1362.7645
- net charge = -1
- molecular weight (Da) = 418.388
- orbital gap (eV) = 7.7
- max |F| (eV/Å) = 4.1
- E_HOMO (eV) = -5.0
- 2S+1 = 1

---

# 3
Entry from the Open Molecules 2025 dataset: a molecular structure, C12H32BCl2NO18P2Si2 (ωB97M-V/def2-TZVPD).

Cartesian coordinates (Å):
H (-0.701, -2.953, -4.254)
O (-3.600, -2.659, 8.639)
H (-0.304, 9.599, -3.176)
H (3.175, 8.667, 0.087)
Si (3.703, 2.387, -5.357)
H (-1.042, 1.732, -1.491)
O (2.505, 7.515, -1.512)
H (0.159, -2.344, -5.681)
O (-2.972, -3.982, 10.408)
H (-1.178, -3.319, 9.587)
H (-0.518, 8.315, -4.381)
H (-1.130, 8.059, -2.735)
O (-1.202, -2.584, 3.301)
H (4.888, 0.028, -0.551)
H (-1.922, -4.748, 8.782)
H (-0.365, -1.447, 1.020)
O (0.656, 8.699, -0.837)
O (-3.253, -1.592, 3.597)
H (1.245, -1.135, -3.880)
C (-3.814, -3.162, 9.730)
H (-5.521, -1.143, 9.740)
O (-0.746, 1.433, -2.405)
H (-1.554, -1.560, -0.292)
H (4.297, -1.076, -3.878)
C (1.299, 8.110, -1.691)
H (-1.147, -4.911, 10.369)
H (-0.023, -8.622, -5.318)
O (-2.362, -1.583, 1.590)
H (-6.266, -2.572, 8.934)
P (4.140, 4.342, -4.406)
O (2.330, 1.539, -4.671)
H (-1.175, -3.014, 0.653)
H (3.336, 2.718, -6.759)
H (3.986, 7.109, -0.156)
O (-1.783, -5.379, -4.635)
C (-1.297, -1.927, 0.706)
O (4.868, 4.113, -2.815)
H (-2.336, -1.468, 5.462)
N (0.703, -0.430, -0.873)
O (3.974, -1.191, -2.936)
H (-4.106, -1.587, 5.459)
O (0.305, -0.898, -3.580)
Cl (5.665, 5.195, -5.687)
H (2.437, 2.627, -2.190)
C (-0.678, -5.441, -5.151)
P (0.579, 0.293, -2.315)
B (3.937, 0.185, -2.372)
Si (2.461, 1.347, -2.923)
H (-0.841, -7.804, -3.974)
C (-3.193, -1.947, 4.977)
C (-5.918, -2.153, 9.884)
H (5.149, 5.054, -2.538)
O (0.075, -4.386, -5.551)
C (-1.741, -4.245, 9.737)
H (2.349, 7.127, 0.528)
H (-1.466, -3.025, -5.884)
C (-0.529, -3.114, -5.323)
O (4.993, 0.571, -1.410)
C (-0.326, 8.515, -3.323)
C (-0.665, -7.777, -5.054)
O (0.011, -6.577, -5.424)
C (-2.174, -1.981, 2.873)
H (1.647, -0.234, -0.474)
O (-4.935, -2.999, 10.477)
O (0.933, 7.936, -2.986)
H (-1.606, -7.875, -5.604)
H (-6.770, -2.094, 10.567)
C (3.019, 7.619, -0.185)
Cl (5.480, 1.140, -5.561)
H (-3.147, -3.035, 5.095)

Summary:
- E (hartree) = -4092.6655
- molecular weight (Da) = 678.215
- orbital gap (eV) = 8.2
- max |F| (eV/Å) = 4.7
- E_HOMO (eV) = -9.6
- 2S+1 = 1

---

Q: Which formula does entry 1 have?
A: C12H31CaNO12S2